Here is one molecule with the formula C5H7FS2 at a distorted geometry from the OMol25 dataset. Energies are from ωB97M-V with the def2-TZVPD basis set.

As for the SMILES: FC1[C@H]2SCCS[C@H]12. The molar mass comes out at 150.243 g mol⁻¹. The relative energy (zero: lowest compared OMol25 entry of this formula, charge and spin) is 3.7202 eV. The orbital gap is 9.4 eV.

Each line ends with the natural charge from an NBO analysis.
Cartesian coordinates (Å):
F (-0.9820, 2.7489, -0.3126)  -0.3274
C (0.0310, 2.0405, 0.2388)  0.2515
C (0.5754, 0.7212, -0.3860)  -0.4433
S (1.8959, -0.5598, -0.3666)  0.2019
C (0.8021, -1.9614, 0.0217)  -0.5445
C (-0.6779, -1.6395, -0.4200)  -0.6422
S (-1.6238, -0.5870, 0.4964)  0.3272
C (-0.2943, 0.5953, 0.7273)  -0.4719
H (0.5819, 2.7665, 0.9979)  0.1974
H (0.3654, 0.6731, -1.6127)  0.2687
H (0.7844, -1.9734, 1.1684)  0.2164
H (1.2328, -2.9006, -0.5054)  0.2538
H (-1.1225, -2.6744, -0.6839)  0.2609
H (-0.3714, -1.1865, -1.3810)  0.2135
H (0.3964, 0.3681, 1.6628)  0.2379

Cartesian forces, eV/Å:
0.472 -0.445 -1.064
1.061 -0.299 3.507
1.572 0.530 -5.682
1.334 0.934 -0.124
-0.676 -0.145 2.109
3.150 -3.771 -3.600
-1.793 1.736 1.921
-0.025 0.122 2.646
-0.870 -1.949 -1.738
-0.873 0.404 3.628
0.303 -0.944 -1.551
-0.760 1.639 1.178
0.019 1.943 0.707
-1.258 -0.254 -0.182
-1.656 0.500 -1.753